120
Properties=species:S:1:pos:R:3:forces:R:3:mulliken_charge:R:1 method="wB97M-V/def2-TZVPD" smiles=CC(C)O.CC(C)O.CC(C)O.CC(C)O.CC(C)O.CC(C)O.CC(C)O.CC(C)O.CC(C)O.CC(C)O charge=0 homo_energy_ha=-0.34912
C -1.6549 0.1390 4.4001 -0.5 0.3 0.6 -0.866
C -2.8382 1.0484 4.0502 0.5 -0.3 -0.6 0.367
C -2.3843 2.4985 3.9293 0.0 0.1 0.4 -1.121
O -3.4392 0.6100 2.8406 -0.2 0.0 0.1 -0.547
H -1.9723 -0.9003 4.4770 0.0 -0.1 -0.3 0.284
H -1.2776 0.4093 5.3921 0.2 0.1 -0.1 0.417
H -0.8689 0.2702 3.6552 0.1 -0.2 0.0 -0.041
H -3.6150 0.9612 4.8117 0.0 0.0 0.0 0.388
H -1.6677 2.6327 3.1164 -0.1 -0.1 -0.2 0.130
H -1.8696 2.8253 4.8381 -0.1 0.0 0.1 0.398
H -3.2455 3.1441 3.7609 0.1 0.1 -0.1 0.342
H -2.7896 0.6551 2.1112 -0.2 0.1 0.0 0.404
C -5.3815 -4.4016 -2.7118 -0.8 -0.3 -0.3 -1.532
C -4.0303 -3.8649 -2.2885 -0.4 -0.2 -0.3 1.005
C -3.2122 -3.3319 -3.4417 0.4 0.1 0.0 -0.902
O -4.2483 -2.7681 -1.3872 0.5 -0.2 0.1 -0.432
H -5.9894 -4.8433 -1.9142 0.5 -0.1 0.2 0.421
H -5.3039 -5.1611 -3.4934 0.1 0.0 0.0 0.385
H -6.0350 -3.6096 -3.0904 0.4 0.2 -0.2 0.307
H -3.4260 -4.6520 -1.8276 -0.2 0.0 0.3 -0.065
H -3.7420 -2.5346 -3.9639 0.1 0.1 0.1 0.223
H -2.9161 -4.0863 -4.1727 -0.4 -0.2 0.1 0.510
H -2.2538 -2.9918 -3.0421 -0.2 0.4 0.0 -0.091
H -4.7338 -3.0860 -0.6193 0.0 0.1 0.0 0.207
C 2.4351 0.0020 4.0802 0.1 0.5 -0.7 -1.066
C 2.8786 -0.4598 5.4535 0.3 -0.1 0.0 0.596
C 1.7199 -0.9009 6.3210 -0.3 0.7 -0.3 -1.221
O 3.7612 -1.5861 5.3356 -0.1 0.1 -0.1 -0.578
H 3.2956 0.3542 3.4970 0.1 -0.4 0.0 0.519
H 1.7946 0.8892 4.0420 -0.2 -0.2 0.6 -0.010
H 1.9221 -0.7967 3.5406 0.1 0.0 0.0 0.412
H 3.4548 0.3518 5.9150 -0.3 0.1 0.2 0.162
H 2.0135 -1.0998 7.3479 0.1 -0.2 0.0 0.367
H 1.2263 -1.7645 5.8761 0.1 -0.1 0.1 0.310
H 0.9845 -0.0907 6.3186 0.0 -0.1 0.2 0.232
H 4.4427 -1.3485 4.6973 0.0 -0.1 0.1 0.314
C 2.3509 6.4293 -1.7107 0.6 0.1 -0.1 -1.411
C 3.4396 5.5337 -1.1251 -1.1 -0.9 0.0 0.260
C 2.9040 4.1242 -0.8630 -0.3 -0.2 0.2 -0.566
O 4.5475 5.4423 -2.0051 0.4 0.4 0.3 -0.554
H 1.9298 5.9988 -2.6235 0.0 -0.1 0.0 0.338
H 2.8403 7.3689 -1.9766 -0.3 0.1 0.0 0.391
H 1.5373 6.6011 -1.0090 0.0 0.1 0.0 0.374
H 3.7493 5.9509 -0.1660 0.5 0.1 -0.2 0.229
H 2.6522 3.6430 -1.8122 0.0 0.0 0.0 0.138
H 1.9979 4.1124 -0.2474 0.0 0.2 -0.1 0.254
H 3.6139 3.4843 -0.3371 0.2 0.1 -0.2 0.177
H 4.2107 5.3541 -2.9023 0.0 0.0 0.0 0.361
C -0.3332 -0.3563 -0.9379 0.1 0.3 0.0 -0.874
C -0.6320 0.1742 0.4575 -0.5 0.1 -0.7 1.461
C 0.2826 1.3028 0.9031 0.0 -0.6 0.1 -0.455
O -1.9623 0.7107 0.4739 0.1 0.1 0.4 -0.590
H -0.3656 0.4403 -1.6849 0.2 0.2 0.2 0.207
H -1.1136 -1.0396 -1.2785 0.2 -0.4 0.3 -0.194
H 0.6549 -0.8199 -0.9487 -0.1 -0.2 -0.2 0.652
H -0.5760 -0.6620 1.1680 0.0 0.1 0.1 -0.501
H -0.0668 1.6299 1.8823 0.1 0.2 0.0 -0.540
H 0.2470 2.1277 0.1929 0.0 0.0 0.0 0.188
H 1.3077 0.9379 1.0085 0.0 0.1 0.0 0.406
H -2.4986 0.3481 -0.2513 0.1 -0.1 -0.2 0.081
C 1.5183 4.0348 3.4824 0.0 -0.7 0.1 -0.659
C 2.9650 3.9744 3.9555 -0.6 0.5 0.2 1.114
C 3.9673 4.2368 2.8644 0.8 -0.1 -0.3 -1.280
O 3.1981 4.9306 4.9898 0.3 0.3 -0.1 -0.605
H 1.2365 4.9636 2.9895 0.2 0.1 0.0 0.429
H 0.8540 3.8584 4.3340 -0.1 0.1 0.0 0.401
H 1.3464 3.2006 2.7963 -0.1 0.1 -0.1 -0.328
H 3.1409 2.9776 4.3783 0.0 -0.1 -0.1 -0.321
H 4.0224 3.3967 2.1681 -0.1 0.0 0.0 0.279
H 4.9675 4.3469 3.2909 -0.1 -0.1 0.1 0.438
H 3.8090 5.1413 2.2744 -0.4 0.0 0.2 0.222
H 2.4363 5.0019 5.5702 -0.1 -0.2 -0.1 0.340
C -5.5762 -0.0559 -3.0301 -0.2 0.2 -0.1 -1.207
C -4.6813 0.6268 -2.0096 -0.4 0.1 0.0 0.486
C -5.3554 0.8436 -0.6546 0.7 0.1 -0.3 -1.186
O -3.4399 -0.0693 -1.8660 0.0 -0.1 0.0 -0.353
H -6.5045 0.5059 -3.1607 0.0 0.0 0.1 0.445
H -5.8450 -1.0660 -2.7184 0.1 0.0 0.0 0.156
H -5.0920 -0.0764 -4.0082 0.1 -0.2 0.1 0.300
H -4.4411 1.6190 -2.4025 0.3 -0.1 0.0 0.322
H -6.1859 1.5356 -0.7892 -0.2 -0.1 0.2 0.462
H -4.6102 1.2990 0.0003 -0.2 0.1 0.1 0.206
H -5.6674 -0.0914 -0.1881 -0.2 0.0 -0.1 0.214
H -3.6352 -1.0214 -1.7974 -0.1 0.2 0.1 0.019
C 0.5135 -3.2857 -3.5255 -0.7 -1.5 0.1 -0.733
C 1.8898 -3.3417 -4.1802 -0.9 1.2 0.6 0.532
C 1.8289 -2.6873 -5.5490 0.5 -0.7 -0.2 -1.519
O 2.7746 -2.5554 -3.3456 0.1 -0.6 -0.3 -0.553
H 0.5006 -3.8820 -2.6041 0.2 0.4 0.2 0.194
H -0.2290 -3.8211 -4.1334 0.1 0.2 -0.2 0.327
H 0.1120 -2.2965 -3.3169 0.4 0.2 -0.1 -0.039
H 2.2264 -4.3792 -4.2063 0.2 0.0 -0.2 0.423
H 1.3089 -1.7353 -5.4975 0.1 0.1 -0.1 0.329
H 1.3140 -3.3557 -6.2419 -0.2 0.1 0.1 0.456
H 2.8274 -2.5578 -5.9697 0.0 0.2 0.1 0.361
H 2.9051 -3.0485 -2.5283 0.0 0.2 0.1 0.253
C -0.1273 -3.7069 1.5626 -0.4 0.2 -0.2 -1.235
C -0.1068 -4.9624 0.7260 0.8 -0.4 -0.9 0.380
C -1.2486 -5.0407 -0.2759 -0.6 0.2 0.6 -0.976
O 1.1534 -4.9637 -0.0076 -0.3 0.0 0.2 -0.566
H -1.1599 -3.4381 1.7977 0.1 -0.1 0.4 0.356
H 0.2447 -2.8635 0.9757 0.2 -0.1 -0.1 0.062
H 0.4735 -3.8168 2.4613 0.0 0.1 0.1 0.409
H -0.0688 -5.8774 1.3261 -0.4 0.2 0.3 0.337
H -1.2356 -4.1582 -0.9178 0.1 -0.1 -0.2 -0.014
H -2.2102 -5.0123 0.2502 0.1 0.0 0.1 0.448
H -1.2554 -5.9711 -0.8440 0.3 0.1 -0.2 0.452
H 1.2755 -5.8642 -0.3246 0.1 0.1 -0.1 0.323
C 1.5489 0.8738 -3.8170 0.7 0.8 -0.8 -0.511
C 3.0482 0.8418 -3.5039 -0.3 -0.5 -0.1 0.232
C 3.3009 0.5552 -2.0252 0.1 0.0 0.4 -0.478
O 3.6597 -0.1177 -4.3631 0.0 0.1 0.5 -0.616
H 1.4326 1.1988 -4.8561 0.0 -0.1 0.0 0.352
H 1.0759 1.6524 -3.2150 -0.4 -0.4 0.2 0.442
H 1.1241 -0.1263 -3.7714 -0.3 0.1 0.6 -0.441
H 3.4834 1.8181 -3.7304 0.0 -0.1 -0.2 0.330
H 2.4884 0.9878 -1.4364 0.1 0.0 0.1 -0.200
H 4.2473 0.9594 -1.6603 0.0 0.2 -0.2 0.336
H 3.3495 -0.5081 -1.7787 -0.3 -0.1 -0.3 0.250
H 3.3554 -0.9759 -4.0048 0.4 0.2 -0.3 0.343